Version 1
The following is a quantum chemistry calculation of a molecular structure, C42H50As2F4N2PPd, from OMol25.

```
102
Properties=species:S:1:pos:R:3:lowdin_charge:R:1
Pd -1.91310 -1.08578 -0.33120 0.487
C -1.85820 -4.49898 -0.01860 -0.091
N -2.72750 -3.38108 0.33470 -0.305
C -4.10120 -3.67578 -0.06740 -0.087
C -2.62060 -3.16268 1.78300 -0.197
C -3.38920 -1.93998 2.27160 -0.191
N -3.00530 -0.76848 1.53050 0.020
C -3.30820 0.44822 1.98320 -0.178
C -2.97880 1.57762 1.18250 -0.114
F -2.55960 1.31752 -0.09670 0.016
C -3.10250 2.88382 1.60010 -0.202
F -2.72980 3.87422 0.78000 0.113
C -3.61320 3.18032 2.85350 0.114
C -4.02560 2.11362 3.63810 -0.199
F -4.56550 2.36222 4.83490 0.118
C -3.90350 0.79702 3.23160 -0.111
F -4.37480 -0.15288 4.06650 0.098
H -2.10950 -5.40228 0.55610 0.102
H -0.82110 -4.23658 0.19250 0.084
H -1.95940 -4.73038 -1.07600 0.074
H -4.51920 -4.50458 0.51870 0.101
H -4.11920 -3.95298 -1.12240 0.082
H -4.73460 -2.80098 0.07450 0.077
H -1.55950 -3.01518 2.01410 0.099
H -2.98020 -4.04618 2.33470 0.137
H -3.16480 -1.82748 3.33850 0.126
H -4.47050 -2.10538 2.18410 0.133
H -3.73420 4.19622 3.18670 0.147
C 2.11560 -0.94618 -0.19000 -0.376
C 3.03750 -0.29288 0.82150 -0.460
As 4.92550 -0.11918 0.19000 1.306
C 4.51550 1.08072 -1.31530 -0.423
C 3.83910 2.28182 -1.14310 -0.110
C 3.55410 3.08952 -2.22890 -0.086
C 3.94830 2.70802 -3.50160 -0.085
C 4.62330 1.51362 -3.68540 -0.088
C 4.90210 0.70442 -2.59690 -0.131
C 5.46390 1.26632 1.46740 -0.425
C 6.54280 2.07812 1.12640 -0.125
C 6.95680 3.09392 1.96790 -0.081
C 6.30410 3.30472 3.17130 -0.087
C 5.25250 2.48162 3.53600 -0.088
C 4.84300 1.46182 2.69440 -0.121
P 0.35720 -0.66518 0.35790 0.997
C 0.32990 1.14562 0.11410 -0.384
C 0.08300 1.51772 -1.20890 -0.143
C 0.01870 2.84642 -1.57180 -0.074
C 0.20360 3.82922 -0.61050 -0.078
C 0.48240 3.46922 0.69690 -0.072
C 0.55130 2.13512 1.06480 -0.098
C 0.40590 -1.05428 2.13350 -0.379
C -0.30040 -0.31538 3.08020 -0.110
C -0.38610 -0.75978 4.38670 -0.069
C 0.19300 -1.96208 4.75870 -0.068
C 0.87440 -2.71758 3.81640 -0.070
C 0.98760 -2.26438 2.51690 -0.124
H 2.33260 -2.01018 -0.30760 0.077
H 2.20520 -0.47318 -1.17560 0.072
H 3.04350 -0.87098 1.74830 0.053
H 2.68150 0.71552 1.04550 0.041
H 3.54390 2.59852 -0.14940 0.102
H 3.03000 4.02242 -2.08030 0.101
H 3.73810 3.34672 -4.34650 0.103
H 4.93790 1.21532 -4.67480 0.103
H 5.43520 -0.23018 -2.73370 0.091
H 7.05500 1.90782 0.18520 0.102
H 7.78850 3.72192 1.68550 0.106
H 6.62040 4.10132 3.82760 0.104
H 4.74800 2.63262 4.47940 0.102
H 4.03320 0.81522 3.00890 0.089
H -0.06640 0.73732 -1.95330 0.053
H -0.18300 3.11932 -2.59740 0.110
H 0.12140 4.87082 -0.87840 0.112
H 0.64060 4.23052 1.44590 0.113
H 0.77670 1.87982 2.09030 0.102
H -0.79720 0.60122 2.79730 0.085
H -0.91070 -0.15668 5.11360 0.111
H 0.09930 -2.32148 5.77170 0.109
H 1.31170 -3.66508 4.08930 0.111
H 1.51910 -2.86088 1.78680 0.108
C -0.42140 -0.15278 -4.87980 -0.157
C -1.76300 0.15962 -4.22820 -0.399
As -2.28740 -1.05838 -2.74430 1.170
C -4.24640 -0.98508 -2.99390 -0.422
C -4.77030 0.44862 -2.96070 -0.169
C -1.87340 -2.83448 -3.51390 -0.409
C -0.49530 -3.29978 -3.03690 -0.192
H -0.28660 0.46442 -5.76810 0.079
H -0.37230 -1.19618 -5.19370 0.054
H 0.40790 0.04582 -4.19850 0.062
H -2.56350 0.08102 -4.97330 0.074
H -1.76160 1.18202 -3.83620 0.059
H -4.69900 -1.55558 -2.17640 0.043
H -4.51780 -1.47138 -3.93750 0.078
H -4.35180 0.99542 -2.11280 0.053
H -5.85470 0.45692 -2.86880 0.074
H -4.50920 0.98322 -3.87310 0.064
H -1.91460 -2.80948 -4.60810 0.073
H -2.65160 -3.52618 -3.16740 0.054
H 0.30100 -2.78808 -3.58120 0.063
H -0.37370 -4.37308 -3.18290 0.075
H -0.37560 -3.06898 -1.96890 0.014
```

E_LUMO (alpha / beta), eV: -1.7 / -4.9
Frontier orbital gap (alpha / beta), Ha: 0.307 / 0.189
Total charge: +1
Multiplicity: 3
HOMO energy (alpha / beta), eV: -10.1 / -10.1

Version 2
The following is a quantum chemistry calculation of a molecular structure, C42H50As2F4N2PPd, from OMol25.

```
102
Properties=species:S:1:pos:R:3:lowdin_charge:R:1
Pd 0.27601 -1.68236 -0.35434 0.396
C -2.75717 -2.45494 -0.71445 -0.078
N -1.69316 -2.73630 0.26388 -0.330
C -1.44810 -4.18423 0.27057 -0.107
C -2.13594 -2.30663 1.59935 -0.179
C -1.08889 -2.43519 2.69003 -0.154
N 0.09677 -1.59857 2.45402 -0.040
C 1.31793 -2.08585 2.99481 -0.108
C 2.51392 -1.88759 2.31200 -0.152
F 2.54061 -1.26283 1.11930 0.037
C 3.72135 -2.34338 2.80384 -0.211
F 4.82277 -2.12131 2.07748 0.105
C 3.80025 -3.03310 3.99412 0.100
C 2.62561 -3.23877 4.68205 -0.198
F 2.63368 -3.88287 5.85114 0.116
C 1.41800 -2.76229 4.20546 -0.145
F 0.33265 -2.94684 4.97235 0.106
H -3.61608 -3.11874 -0.55354 0.101
H -2.37956 -2.60810 -1.72390 0.088
H -3.08737 -1.42673 -0.61124 0.061
H -2.33446 -4.72438 0.62854 0.106
H -0.60233 -4.42834 0.90879 0.064
H -1.22500 -4.51407 -0.73775 0.047
H -2.99243 -2.92179 1.91067 0.138
H -2.49889 -1.28105 1.51482 0.107
H -0.76356 -3.47241 2.75881 0.121
H -1.57310 -2.19720 3.64140 0.131
H 4.74548 -3.39265 4.37744 0.148
C 0.55444 2.05590 -0.85117 -0.400
C 0.30717 3.42772 -0.24791 -0.444
As 0.79212 4.85044 -1.53075 1.300
C -0.57250 4.35309 -2.83199 -0.438
C -1.93538 4.36674 -2.53630 -0.113
C -2.86341 3.99955 -3.50012 -0.087
C -2.43946 3.60568 -4.76538 -0.084
C -1.08534 3.57867 -5.06381 -0.085
C -0.15543 3.95727 -4.09972 -0.130
C -0.17476 6.30141 -0.65234 -0.428
C -0.73679 7.29978 -1.44597 -0.126
C -1.41088 8.36651 -0.86981 -0.079
C -1.52713 8.45263 0.51246 -0.086
C -0.95547 7.47237 1.31037 -0.086
C -0.27964 6.40225 0.73136 -0.118
P -0.16456 0.62623 0.04918 0.980
C -1.90863 1.14201 0.12985 -0.379
C -2.64110 0.99996 -1.05034 -0.131
C -3.95010 1.45062 -1.12633 -0.079
C -4.54486 2.04616 -0.02081 -0.066
C -3.82141 2.20410 1.15253 -0.061
C -2.50413 1.76598 1.22318 -0.091
C 0.45666 0.75022 1.74823 -0.308
C -0.18718 -0.14329 2.77518 -0.274
C 0.20509 0.19149 4.18249 -0.014
C 1.30844 0.92237 4.45339 -0.070
C 2.06842 1.49423 3.39538 -0.029
C 1.59874 1.42144 2.06755 -0.105
H 1.61737 1.85602 -1.01055 0.082
H 0.07565 1.99501 -1.83393 0.065
H 0.87728 3.59734 0.66424 0.045
H -0.74756 3.57631 -0.00746 0.060
H -2.27811 4.67938 -1.55462 0.107
H -3.92126 4.02960 -3.26732 0.104
H -3.16587 3.33066 -5.52007 0.104
H -0.75123 3.27822 -6.04905 0.104
H 0.90102 3.95089 -4.34164 0.091
H -0.65755 7.24353 -2.52596 0.103
H -1.84381 9.13213 -1.50124 0.106
H -2.05551 9.28277 0.96333 0.104
H -1.02992 7.53832 2.38838 0.103
H 0.16983 5.65920 1.38029 0.090
H -2.18744 0.52044 -1.91216 0.109
H -4.50456 1.33957 -2.04902 0.111
H -5.56691 2.39944 -0.07808 0.110
H -4.27400 2.68466 2.01160 0.111
H -1.93847 1.94355 2.13054 0.109
H -1.27122 -0.08864 2.68433 0.114
H -0.37245 -0.25944 4.98291 0.120
H 1.61721 1.08182 5.47973 0.114
H 2.97003 2.05011 3.61573 0.109
H 2.15109 1.94937 1.29864 0.104
C 0.08238 -5.57788 -2.80746 -0.169
C 1.17101 -4.51895 -2.99958 -0.412
As 1.59034 -3.48689 -1.40784 1.144
C 2.32356 -4.83033 -0.19721 -0.401
C 2.98131 -6.05904 -0.82291 -0.141
C 3.15013 -2.47555 -2.00522 -0.423
C 4.31810 -3.25209 -2.60835 -0.148
H 0.20353 -6.38456 -3.53050 0.079
H -0.91314 -5.15642 -2.95578 0.066
H 0.10422 -6.03284 -1.81565 0.053
H 0.88377 -3.79579 -3.76257 0.073
H 2.10527 -4.97186 -3.32496 0.056
H 1.50161 -5.12917 0.45323 0.045
H 3.02470 -4.28151 0.43745 0.060
H 2.31504 -6.57315 -1.51549 0.058
H 3.25080 -6.77388 -0.04456 0.079
H 3.89011 -5.81016 -1.36519 0.057
H 3.47737 -1.90176 -1.13554 0.046
H 2.75329 -1.75243 -2.71955 0.062
H 4.74653 -3.95489 -1.89673 0.056
H 5.11216 -2.55982 -2.89421 0.077
H 4.03247 -3.80431 -3.50406 0.066
```

E_LUMO (alpha / beta), eV: -1.7 / -3.7
Frontier orbital gap (alpha / beta), Ha: 0.302 / 0.245
Total charge: +1
Multiplicity: 3
HOMO energy (alpha / beta), eV: -9.9 / -10.4

Structures ranked by computed energy, the most stable listed first: version 1, version 2.

Version 1
The following is a quantum chemistry calculation of a gas-phase ion, C6H12N3O (charge +1), from OMol25.

```
22
Properties=species:S:1:pos:R:3:nbo_charge:R:1
C 1.24447 2.21241 0.02102 0.067
C 0.65214 1.72256 1.17741 0.436
C -0.10790 0.60668 -0.53064 0.291
C -0.80644 -0.21421 1.74790 -0.411
C -0.46121 -2.80776 -1.78129 -0.262
C -0.58390 -0.46657 -1.52174 -0.114
N -0.25578 0.74797 0.79989 -0.374
N 0.77641 1.47253 -0.97033 -0.533
N 0.73763 1.89483 2.55622 -0.715
O -0.41904 -1.70968 -0.86536 -0.549
H 2.00883 2.95183 0.05435 0.253
H -0.22637 -0.52378 2.56775 0.202
H -1.63518 0.21672 2.11820 0.217
H -1.13479 -0.98476 1.11826 0.256
H -0.38258 -3.69554 -1.27253 0.205
H 0.26964 -2.84346 -2.52193 0.181
H -1.48454 -2.97675 -2.34473 0.175
H -1.70074 -0.42545 -1.89552 0.209
H 0.05745 -0.37840 -2.51846 0.186
H 1.14855 1.49101 -1.92830 0.445
H 1.36250 2.63552 2.90931 0.418
H 0.94085 1.07430 3.08053 0.416
```

E_LUMO (alpha / beta), eV: -2.7 / -6.7
Frontier orbital gap (alpha / beta), Ha: 0.232 / 0.248
Total charge: +1
Multiplicity: 3
HOMO energy (alpha / beta), eV: -9.0 / -13.4

Version 2
The following is a quantum chemistry calculation of a molecular structure, C6H12N3O, from OMol25.

```
22
Properties=species:S:1:pos:R:3:nbo_charge:R:1
C 0.26666 -1.55410 -0.10902 0.703
C 1.93706 0.08874 -0.07647 0.811
C -0.49629 0.29778 0.00295 0.298
C -1.29568 0.16967 1.31891 -0.674
C -1.26892 0.30000 -1.25793 -0.710
C 0.86347 2.25857 0.04930 -0.440
N 1.52387 -1.31735 -0.16418 -0.675
N 0.82515 0.82291 0.12238 -0.501
N -0.23138 -2.74301 0.04433 -0.796
O 3.07547 0.34324 -0.18539 -0.514
H -1.80871 -0.69777 1.36837 0.209
H -2.02297 1.02119 1.24066 0.273
H -0.82576 0.17943 2.29307 0.255
H -0.66202 0.22159 -2.06264 0.244
H -1.70434 1.22890 -1.36186 0.280
H -2.09841 -0.37108 -1.31456 0.250
H 1.85676 2.72402 -0.22480 0.269
H 0.40515 2.63404 -0.83222 0.210
H 0.32095 2.83027 0.78218 0.229
H 2.13689 -2.11870 -0.09982 0.437
H -1.18639 -2.80239 0.26719 0.434
H 0.38944 -3.51595 0.19956 0.410
```

E_LUMO (alpha / beta), eV: -3.5 / -8.2
Frontier orbital gap (alpha / beta), Ha: 0.250 / 0.212
Total charge: +1
Multiplicity: 3
HOMO energy (alpha / beta), eV: -10.3 / -13.9

Structures ranked by computed energy, the most stable listed first: version 1, version 2.

Version 1
The following is a quantum chemistry calculation of 2 unconnected molecules or ions with the total composition C11H14N3, from OMol25.

```
28
Properties=species:S:1:pos:R:3:nbo_charge:R:1
C 1.63811 -1.02380 -3.51477 -0.144
C 2.32669 -0.20596 -2.59747 -0.208
C 0.23029 -1.14995 -3.56933 -0.197
C 1.56428 0.52258 -1.72372 -0.170
C -0.52283 -0.30853 -2.75570 -0.144
C 0.17776 0.41021 -1.80019 -0.158
C 0.03499 2.43939 1.03207 0.225
C -1.22601 -0.40136 0.56429 0.372
C -0.11972 1.23917 2.02068 -0.517
C -0.65664 1.16086 -0.84740 0.174
C -0.25943 -0.05348 1.44388 -0.280
N -0.15381 2.14365 -0.14483 -0.310
N -2.15603 -0.82154 -0.06390 -0.585
N -0.65354 -1.54671 4.52417 -1.082
H 2.26309 -1.46003 -4.31369 0.234
H 3.45947 -0.31626 -2.64713 0.250
H -0.15273 -1.93545 -4.11020 0.232
H 1.90490 1.32884 -1.02302 0.224
H -1.60158 -0.21516 -2.54146 0.241
H 0.16926 3.43070 1.31777 0.235
H 0.75890 1.25142 2.70093 0.276
H -1.03075 1.43581 2.63939 0.272
H -1.67459 1.55437 -1.09701 0.275
H 0.58168 -0.81043 1.33143 0.279
H -2.84971 -1.31121 0.67599 0.417
H -0.31497 -2.54956 4.38167 0.368
H -1.63376 -1.56755 4.89743 0.369
H -0.10331 -1.24002 5.22010 0.352
```

E_LUMO, eV: -4.6
Frontier orbital gap, Ha: 0.292
Total charge: +1
Multiplicity: 1
HOMO energy, eV: -12.5

Version 2
The following is a quantum chemistry calculation of a gas-phase ion, C11H14N3 (charge +1), from OMol25.

```
28
Properties=species:S:1:pos:R:3:nbo_charge:R:1
C 3.06807 -1.58707 0.92154 -0.457
N 2.26094 -0.75720 0.08799 -0.371
C 1.56746 0.24907 0.25669 0.241
C 1.05416 0.52165 1.53536 -0.338
C 0.55350 1.71285 1.91561 -0.119
C 0.48449 2.65896 0.81316 -0.227
C 0.45000 2.36404 -0.46467 -0.160
C 0.89355 1.05850 -0.99009 -0.333
C -0.35952 0.23382 -1.33597 0.435
N -1.20594 0.12574 -2.35171 -0.458
C -2.27715 -0.59660 -1.99873 -0.079
C -2.04896 -0.97994 -0.61987 0.180
C -2.80799 -1.90576 0.26533 -0.655
N -0.89572 -0.42393 -0.35874 -0.464
H 2.41201 -2.21072 1.51361 0.212
H 3.71354 -2.10524 0.10427 0.241
H 3.64891 -1.00387 1.67410 0.219
H 0.96979 -0.33264 2.25512 0.229
H -0.01231 1.98050 2.75767 0.236
H 0.10039 3.64541 0.92865 0.231
H 0.07026 3.10724 -1.18583 0.227
H 1.62730 1.23527 -1.79532 0.282
H -0.95621 0.41998 -3.32158 0.460
H -3.25458 -0.59605 -2.52350 0.261
H -1.94214 -2.61714 0.53279 0.240
H -3.08471 -1.24755 1.12433 0.250
H -3.54608 -2.54618 -0.26446 0.273
H -0.48303 -0.40314 0.52426 0.445
```

E_LUMO, eV: -3.6
Frontier orbital gap, Ha: 0.315
Total charge: +1
Multiplicity: 1
HOMO energy, eV: -12.2

Structures ranked by computed energy, the most stable listed first: version 2, version 1.

Version 1
The following is a quantum chemistry calculation of CO3S3 in the gas phase, from OMol25.

```
7
Properties=species:S:1:pos:R:3:nbo_charge:R:1
O 0.93068 -1.74586 -0.07945 -0.837
S 0.77946 -0.55978 0.63141 2.079
O 0.97447 -0.51510 2.01399 -0.810
O -1.16724 -0.03039 0.41352 -0.621
C -0.94027 0.67658 -0.59323 0.172
S -1.76385 1.29143 -1.75123 0.134
S 1.18675 0.88312 -0.63500 -0.117
```

E_LUMO, eV: -1.8
Frontier orbital gap, Ha: 0.299
Total charge: 0
Multiplicity: 1
HOMO energy, eV: -10.0

Version 2
The following is a quantum chemistry calculation of 2 unconnected molecules or ions with the total composition CO3S3, from OMol25.

```
7
Properties=species:S:1:pos:R:3:nbo_charge:R:1
O -1.24153 1.36666 -0.77734 -0.821
S -1.41941 0.25013 0.04566 1.904
O -0.87536 0.30070 1.38859 -0.827
S -2.37203 -1.26675 -0.55457 -0.263
O 1.03753 -0.09246 -0.90263 -0.492
C 1.89922 -0.17198 -0.15539 0.457
S 2.97158 -0.38630 0.95568 0.042
```

E_LUMO, eV: -0.9
Frontier orbital gap, Ha: 0.351
Total charge: 0
Multiplicity: 1
HOMO energy, eV: -10.5

Structures ranked by computed energy, the most stable listed first: version 2, version 1.